[1]
{
  "formula": "C6H18O2",
  "method": "the ωB97M-V functional and the def2-TZVPD basis",
  "homo_energy_ev": -10.3,
  "charge": 0,
  "smiles": "CCCC(C)C.O.O",
  "species": ["C", "C", "C", "C", "C", "C", "H", "H", "H", "H", "H", "H", "H", "H", "H", "H", "H", "H", "H", "H", "O", "H", "H", "O", "H", "H"],
  "coordinates": [[1.40924, 0.97581, -1.35401], [1.19746, 1.21925, 0.13618], [0.73546, 0.02982, 0.89705], [-0.78892, 0.16586, 0.92224], [-1.43903, -1.11465, 1.56446], [-1.36919, 1.49683, 1.54720], [2.13114, 1.59160, -2.08278], [1.78918, -0.12537, -1.54948], [0.46993, 1.21576, -1.84216], [0.61468, 2.17642, 0.40101], [2.19999, 1.61563, 0.67638], [1.12976, 0.12723, 1.95111], [1.16460, -0.89317, 0.48005], [-1.28523, 0.07061, -0.14952], [-1.16691, -2.06552, 1.10616], [-2.33791, -0.81168, 1.85902], [-0.97908, -1.03842, 2.73842], [-0.77592, 2.06324, 2.18812], [-1.21265, 2.12024, 0.52259], [-2.46721, 1.25345, 1.75406], [1.12922, -2.95019, -1.91618], [1.43954, -2.05203, -2.36713], [1.28433, -2.41973, -1.01302], [-1.26614, -0.88217, -2.28150], [-0.48241, -0.42137, -2.69628], [-1.12397, -1.34744, -1.49199]]
}

[2]
{
  "formula": "H28O14",
  "method": "the ωB97M-V functional and the def2-TZVPD basis",
  "homo_energy_ev": -9.6,
  "charge": 0,
  "species": ["O", "H", "H", "O", "H", "H", "O", "H", "H", "O", "H", "H", "O", "H", "H", "O", "H", "H", "O", "H", "H", "O", "H", "H", "O", "H", "H", "O", "H", "H", "O", "H", "H", "O", "H", "H", "O", "H", "H", "O", "H", "H"],
  "coordinates": [[0.71671, -1.38255, -2.90540], [0.15571, -0.93755, -3.53740], [0.39671, -1.04355, -2.02740], [0.18671, -0.46355, -0.12140], [0.46071, 0.44245, -0.08240], [-0.74829, -0.52555, -0.24940], [1.25871, -3.22955, -0.01840], [0.72171, -3.30955, -0.78240], [1.07571, -2.33155, 0.13760], [1.61071, 0.51145, 2.35060], [1.51471, 1.26245, 2.89860], [0.80671, 0.05445, 2.45760], [3.18971, -0.82855, 0.40260], [2.84571, -0.21855, 1.04060], [3.24471, -0.25055, -0.36140], [2.74971, 0.79945, -1.91640], [2.25871, 1.47345, -1.52140], [3.62171, 1.14245, -1.97840], [-2.58329, 0.47045, 1.22460], [-2.28229, 0.83345, 2.09960], [-2.20029, 1.08245, 0.62360], [-2.17329, -1.21855, -1.51640], [-2.35129, -1.84255, -0.83640], [-3.01429, -0.78655, -1.43140], [-0.24329, -1.42655, 2.53660], [-0.09729, -1.46655, 1.57860], [-1.11429, -1.60855, 2.71960], [-4.20129, 0.60345, -0.68640], [-4.36729, 1.54245, -0.44840], [-3.59629, 0.31945, 0.02160], [-1.83429, -3.02355, 0.52260], [-1.28629, -3.62755, 0.98160], [-2.44229, -2.57055, 1.15460], [3.62871, 2.47845, 0.78560], [2.77271, 2.20945, 0.44460], [4.06771, 2.95545, 0.08060], [-1.71029, 2.05745, -0.83040], [-2.51429, 2.31145, -1.30540], [-1.06129, 1.98545, -1.49640], [1.08071, 2.20945, -0.02640], [0.61671, 2.53845, 0.78860], [0.83971, 2.80845, -0.77040]]
}

[3]
{
  "formula": "C5H14NO2",
  "method": "the ωB97M-V functional and the def2-TZVPD basis",
  "homo_energy_ev": -14.4,
  "charge": 1,
  "species": ["C", "O", "C", "C", "C", "C", "N", "H", "H", "H", "H", "H", "H", "H", "H", "H", "H", "H", "H", "H", "H", "O"],
  "coordinates": [[0.37214, 0.45281, -1.97761], [-0.87183, -0.24330, -1.73875], [1.46593, -0.18940, -1.11740], [1.74245, 0.49979, 0.21813], [0.46878, 1.00625, 0.89407], [-0.86169, -0.10729, 2.53705], [-0.34509, -0.11497, 1.38511], [0.64362, 0.37096, -3.02980], [0.18816, 1.49631, -1.73657], [-1.35197, -0.31665, -2.58246], [2.35898, -0.14844, -1.74102], [1.21401, -1.24842, -1.02830], [2.27910, -0.18088, 0.88597], [2.37295, 1.38381, 0.13626], [0.66050, 1.70079, 1.71545], [-0.15047, 1.59405, 0.21910], [-1.66899, -0.76752, 2.82729], [-0.62368, 0.67093, 3.26044], [-0.47191, -0.94550, 0.79819], [-2.69430, -2.39680, 0.17307], [-2.26540, -1.03192, -0.46638], [-2.46127, -1.48461, 0.36815]]
}

[4]
{
  "formula": "C7H10S",
  "method": "the ωB97M-V functional and the def2-TZVPD basis",
  "homo_energy_ev": -8.4,
  "charge": 0,
  "species": ["C", "C", "C", "C", "C", "C", "C", "S", "H", "H", "H", "H", "H", "H", "H", "H", "H", "H"],
  "coordinates": [[-1.29037, -0.19729, -1.00736], [-2.41449, -0.35005, -0.34938], [-0.65644, -0.38251, 1.17200], [-0.24541, -0.12401, -0.06776], [-2.13276, -0.31161, 1.12932], [1.92455, 1.32735, -0.93261], [1.69518, -0.06415, -0.33371], [2.61019, -0.31392, 1.19271], [-1.19157, 0.00518, -2.10948], [-3.36149, -0.69504, -0.63359], [-0.08455, -0.66695, 2.01011], [-2.52804, 0.47134, 1.59040], [-2.68165, -1.25929, 1.50293], [3.04174, 1.37301, -1.22508], [1.84291, 2.05561, -0.20740], [1.36643, 1.53851, -1.88866], [2.04180, -0.85076, -1.01668], [2.06399, -1.55541, 1.17424]]
}

[5]
{
  "formula": "C42H34I2N6O3S2Ti",
  "method": "the ωB97M-V functional and the def2-TZVPD basis",
  "homo_energy_ev": [0.1, -1.3],
  "spin_multiplicity": 3,
  "charge": -2,
  "s2": 2.020,
  "species": ["Ti", "C", "C", "O", "N", "C", "C", "C", "C", "C", "C", "N", "H", "H", "H", "H", "H", "H", "H", "H", "H", "H", "I", "C", "C", "C", "C", "C", "C", "C", "C", "C", "C", "H", "H", "H", "H", "H", "H", "S", "C", "C", "N", "C", "S", "C", "N", "I", "C", "C", "C", "C", "N", "C", "H", "H", "H", "H", "C", "C", "C", "C", "C", "C", "N", "C", "C", "C", "C", "C", "C", "C", "O", "O", "C", "C", "H", "H", "H", "H", "H", "H", "H", "H", "H", "H", "H", "H", "H", "H"],
  "coordinates": [[0.22291, -1.06637, 1.83215], [3.50345, -3.86451, 1.48197], [3.04679, -2.61596, 0.78827], [2.03696, -2.03285, 1.13651], [3.78159, -2.16835, -0.26190], [3.48437, -0.89097, -0.86545], [4.21434, 0.26685, -0.22430], [4.52878, 1.39930, -0.96964], [5.08305, 2.48947, -0.32391], [5.30370, 2.41507, 1.04381], [4.98087, 1.23476, 1.69423], [4.46458, 0.17574, 1.07828], [2.68756, -4.58709, 1.45936], [3.68048, -3.60852, 2.52887], [4.40150, -4.29501, 1.03883], [4.68692, -2.57802, -0.40971], [2.41655, -0.70558, -0.72160], [3.68569, -0.92797, -1.93711], [4.30286, 1.43260, -2.02801], [5.32094, 3.39102, -0.87504], [5.70579, 3.25201, 1.59821], [5.12787, 1.13411, 2.76441], [-0.15907, -4.32994, 3.05316], [-1.22585, -4.71919, 1.29344], [-1.93675, -5.88772, 1.27274], [-2.60406, -6.28812, 0.09934], [-2.49128, -5.52690, -1.02397], [-1.74756, -4.32092, -1.02061], [-1.60667, -3.59329, -2.22476], [-0.86634, -2.45090, -2.23271], [-0.30838, -1.96248, -1.03241], [-0.44779, -2.56551, 0.20531], [-1.12640, -3.83666, 0.17450], [-1.97680, -6.50965, 2.15662], [-3.18098, -7.20562, 0.09506], [-2.96922, -5.83280, -1.94924], [-2.08532, -3.97007, -3.12301], [-0.72943, -1.89305, -3.15459], [0.22839, -1.02398, -1.10594], [-0.25880, 1.19863, 3.17014], [-1.97372, 1.20332, 3.38102], [-2.56961, 2.43612, 3.81657], [-3.02724, 3.43073, 4.17934], [-2.76740, 0.12145, 3.15417], [-2.16626, -1.42903, 2.63278], [-4.18377, 0.22183, 3.34359], [-5.32655, 0.30028, 3.48262], [0.08766, -2.10668, 7.73640], [1.24882, -1.78426, 6.01742], [2.65225, -1.81754, 6.13912], [3.33964, -1.53472, 4.93383], [2.65878, -1.32018, 3.76898], [1.28584, -1.36022, 3.65163], [0.60503, -1.54077, 4.84158], [3.15072, -1.98457, 7.08085], [4.42273, -1.47046, 4.91964], [3.19985, -1.05415, 2.87234], [-0.47349, -1.49841, 4.77788], [-4.04987, 2.97696, -5.97701], [-4.11353, 3.10753, -4.47668], [-5.24992, 3.64431, -3.88272], [-5.34718, 3.75174, -2.50319], [-4.28790, 3.35636, -1.70808], [-3.13397, 2.83161, -2.28658], [-2.08761, 2.42331, -1.44326], [-0.81412, 2.92354, -1.46491], [-0.47378, 4.05609, -2.22240], [0.81039, 4.56951, -2.19248], [1.79523, 3.98407, -1.40605], [1.46542, 2.86442, -0.65781], [0.19304, 2.31255, -0.68246], [-0.07780, 1.08273, 0.12777], [-1.23618, 0.65826, 0.28698], [0.93702, 0.44738, 0.57612], [-3.04931, 2.67223, -3.67771], [-1.84544, 2.00982, -4.28759], [-4.93074, 3.42521, -6.43711], [-4.00768, 1.92957, -6.28575], [-3.16404, 3.46740, -6.38658], [-6.07189, 3.96974, -4.51105], [-6.24325, 4.15565, -2.04890], [-4.32918, 3.44726, -0.63015], [-2.22727, 1.69082, -0.73994], [-1.23979, 4.54343, -2.81295], [1.03695, 5.45276, -2.77998], [2.79357, 4.40209, -1.36370], [2.19415, 2.38546, -0.01744], [-1.07288, 2.73843, -4.55040], [-2.11167, 1.46152, -5.19088], [-1.39929, 1.31393, -3.57811]]
}

[6]
{
  "formula": "C3NS",
  "method": "the ωB97M-V functional and the def2-TZVPD basis",
  "homo_energy_ev": -17.2,
  "charge": 1,
  "species": ["C", "C", "C", "N", "S"],
  "coordinates": [[0.12671, -0.09979, -0.17717], [0.79110, -0.99154, -0.64214], [-1.19361, 1.08571, 0.76117], [-1.70363, 1.93410, 1.31073], [1.97944, -1.92848, -1.25260]]
}

Which relative energy (zero: lowest compared OMol25 entry of this formula, charge and spin) belongs to each record? In order, 365.1, 256.4, 168.2, 328.8, 74.5, 132.0 kJ/mol.